*one*
{"formula": "C5H7N3", "method": "ωB97M-V with the def2-TZVPD basis set", "smiles": "C1=C2CNN=C2CN1", "e_homo_ev": -7.50, "elements": ["C", "C", "C", "N", "N", "C", "C", "N", "H", "H", "H", "H", "H", "H", "H"], "coordinates": [[1.11974, 0.27300, 1.10819], [0.35200, -0.49554, 0.30547], [0.31664, -1.78354, -0.63985], [-0.86250, -1.44889, -1.50567], [-1.22353, -0.12187, -1.32628], [-0.59054, 0.34278, -0.34197], [-0.63609, 1.59486, 0.40266], [0.61897, 1.60604, 1.19696], [2.07902, 0.06504, 1.51979], [-0.03573, -2.58979, -0.02576], [1.26816, -1.93723, -1.11980], [-0.74581, -1.48597, -2.49039], [-0.62680, 2.40497, -0.31492], [-1.48253, 1.68204, 1.08148], [0.44901, 1.89410, 2.15009]], "lowdin_charge": [-0.060, -0.120, -0.073, -0.067, 0.068, -0.349, -0.121, -0.019, 0.105, 0.091, 0.101, 0.088, 0.119, 0.129, 0.108]}



*two*
{"formula": "C5H7N3", "method": "ωB97M-V with the def2-TZVPD basis set", "e_homo_ev": -8.54, "elements": ["C", "C", "C", "C", "C", "H", "H", "H", "H", "H", "H", "H", "N", "N", "N"], "coordinates": [[-0.40043, 0.95843, -0.42985], [-1.56124, -0.03146, -0.34950], [0.98943, -1.93148, 1.17460], [1.54535, -0.58408, 1.01435], [0.54013, -0.14579, 0.06342], [1.18452, 1.20455, -1.83388], [-0.28946, 2.63636, -1.77810], [-0.68866, 1.70811, 0.21667], [-2.41155, -0.09897, -1.20514], [-2.07076, 0.14511, 0.99798], [1.55483, -2.33284, 2.05354], [2.33768, 0.05988, 1.59194], [-0.12511, 1.43214, -1.68844], [-0.32298, -0.98910, -0.37674], [-0.28176, -2.03085, 0.54915]], "lowdin_charge": [-0.534, -0.020, -0.124, -0.009, -0.305, 0.223, 0.164, 0.090, 0.145, 0.220, 0.103, 0.126, -0.027, -0.086, 0.034]}



Most stable pick: *one*. Distance to second place: 581.5 kJ/mol.



*one*
{"formula": "C5H7N3", "method": "ωB97M-V with the def2-TZVPD basis set", "e_homo_ev": -7.87, "elements": ["C", "C", "C", "C", "C", "N", "N", "N", "H", "H", "H", "H", "H", "H", "H"], "coordinates": [[-0.19038, -0.02728, 1.05384], [-0.27995, -0.39369, -1.33784], [-0.90833, 0.10745, -0.29671], [3.51476, -1.23678, 0.43282], [-2.21310, 0.93426, -0.27376], [1.00733, -0.49196, 1.02259], [2.54546, -1.25264, -0.39636], [1.35282, -0.97529, -0.12201], [-0.51750, 0.49360, 1.90744], [0.09401, -0.67961, -2.30982], [4.39886, -1.49829, -0.09463], [3.31099, -0.84219, 1.47883], [-2.89392, 0.15878, -0.53430], [-2.33631, 1.36996, 0.75469], [-2.20759, 1.77723, -1.12969]], "lowdin_charge": [-0.106, 0.230, -0.328, -0.061, -0.058, 0.027, -0.093, -0.147, 0.083, 0.075, 0.036, 0.077, 0.054, 0.081, 0.129]}



*two*
{"formula": "C5H7N3", "method": "ωB97M-V with the def2-TZVPD basis set", "smiles": "[H]/N=N\\CCC=C=C=N", "e_homo_ev": -8.64, "elements": ["H", "N", "N", "C", "C", "C", "C", "C", "N", "H", "H", "H", "H", "H", "H"], "coordinates": [[0.44268, 2.53407, 0.74506], [0.00264, 2.23198, -0.16297], [0.40586, 1.13453, -0.54701], [1.38272, 0.37415, 0.20239], [1.15218, -1.04346, -0.29238], [-0.16966, -1.72344, -0.12182], [-1.26091, -0.93249, -0.10158], [-2.28700, -0.24281, 0.02335], [-3.30146, 0.46567, 0.18865], [1.27421, 0.60022, 1.22296], [2.45203, 0.61572, 0.02964], [1.99789, -1.67238, -0.02498], [1.27528, -0.94501, -1.38512], [-0.30483, -2.81634, -0.17804], [-3.06164, 1.41958, 0.40186]], "lowdin_charge": [0.062, 0.068, -0.104, -0.223, -0.217, -0.055, -0.055, -0.214, 0.129, 0.092, 0.132, 0.104, 0.123, 0.112, 0.045]}



Most stable pick: *two*. Distance to second place: 133.9 kJ/mol.



*one*
{"formula": "C5H7N3", "method": "ωB97M-V with the def2-TZVPD basis set", "e_homo_ev": -8.48, "elements": ["C", "C", "C", "C", "C", "H", "H", "H", "H", "H", "H", "H", "N", "N", "N"], "coordinates": [[-1.52668, 0.63182, -0.13560], [-2.68176, 0.03899, -0.13431], [1.00854, 0.56908, 0.12755], [1.99141, -0.29461, 0.01689], [3.24397, -0.56929, -0.20628], [-0.44478, -2.00037, -0.49597], [-0.88955, -1.53029, 1.19973], [-1.40291, 1.64151, -0.26279], [-3.53849, 0.59459, -0.45195], [-2.74506, -0.97072, -0.04735], [1.98448, 2.05649, 0.43831], [4.47876, -0.61879, -0.72832], [-0.28957, -1.41252, 0.40134], [-0.25439, -0.00358, -0.00738], [1.06603, 1.86769, 0.28613]], "lowdin_charge": [-0.149, 0.009, -0.489, -0.126, 0.127, 0.140, 0.080, 0.075, 0.055, 0.007, 0.001, 0.162, 0.054, -0.120, 0.172]}



*two*
{"formula": "C5H7N3", "method": "ωB97M-V with the def2-TZVPD basis set", "smiles": "N=C=N.C#CC.C#N", "e_homo_ev": -9.85, "elements": ["N", "C", "N", "H", "H", "C", "C", "C", "H", "H", "H", "H", "C", "N", "H"], "coordinates": [[2.09975, -0.10369, 0.48005], [1.58379, 0.90665, 0.98207], [1.48908, 1.88436, 1.72195], [2.98736, -0.47534, 0.77486], [1.27150, 1.80675, 2.70480], [-0.43836, 1.25719, -0.15540], [-1.23660, 0.33659, -0.23067], [-2.18055, -0.75210, -0.17880], [-0.23381, 2.28176, -0.33489], [-3.11941, -0.38430, 0.24429], [-1.80217, -1.55211, 0.45956], [-2.33494, -1.14618, -1.18134], [0.64205, -1.32347, -1.77621], [0.03602, -1.90488, -2.55069], [1.23631, -0.83124, -0.95958]], "lowdin_charge": [0.096, -0.390, 0.140, 0.092, 0.083, 0.026, -0.166, -0.101, 0.054, 0.087, 0.089, 0.072, -0.129, 0.044, 0.003]}



*three*
{"formula": "C5H7N3", "method": "ωB97M-V with the def2-TZVPD basis set", "e_homo_ev": -9.36, "elements": ["C", "C", "C", "C", "C", "N", "N", "N", "H", "H", "H", "H", "H", "H", "H"], "coordinates": [[2.03673, -0.85399, 0.46308], [1.97282, -1.12473, -0.95796], [-1.04275, 1.49594, 0.68840], [-2.16379, 0.81741, 0.09640], [0.01957, -0.45139, -0.32032], [0.85959, -0.48099, 0.83561], [0.83243, -0.85827, -1.49771], [-0.80762, 0.67774, -0.46151], [2.88287, -0.84509, 1.00990], [2.73904, -1.47953, -1.64317], [-0.91401, 2.55850, 0.64915], [-0.63724, 1.10936, 1.69708], [-2.56477, -0.06414, 0.47140], [-2.78300, 1.28744, -0.67893], [-0.42986, -1.78826, -0.35141]], "lowdin_charge": [-0.101, -0.172, -0.172, -0.107, -0.431, 0.087, 0.090, -0.043, 0.071, 0.102, 0.096, 0.129, 0.085, 0.114, 0.252]}



*four*
{"formula": "C5H7N3", "method": "ωB97M-V with the def2-TZVPD basis set", "smiles": "[H]/N=C/N1C=CC/C1=N\\[H]", "e_homo_ev": -8.46, "elements": ["H", "N", "C", "N", "C", "C", "C", "C", "N", "H", "H", "H", "H", "H", "H"], "coordinates": [[-3.63463, -0.25727, 0.09660], [-2.67039, -0.40456, -0.10725], [-1.84091, 0.49861, 0.08043], [-0.50860, -0.00459, 0.20512], [-0.03579, -1.34800, 0.02517], [1.23873, -1.43864, -0.01996], [1.75962, -0.02905, 0.03121], [0.52206, 0.84835, 0.06804], [0.42637, 2.10538, -0.05608], [1.35398, 2.42666, -0.33457], [-1.95458, 1.56509, 0.17838], [-0.83686, -2.00047, -0.34958], [1.88254, -2.37042, -0.02741], [1.97737, 0.08819, 1.02160], [2.32108, 0.32073, -0.81172]], "lowdin_charge": [0.043, 0.107, -0.191, -0.023, -0.085, -0.080, -0.088, -0.448, 0.125, 0.048, 0.117, 0.121, 0.132, 0.098, 0.124]}



Most stable pick: *four*. Distance to second place: 186.0 kJ/mol.



*one*
{"formula": "C5H11N4", "method": "ωB97M-V with the def2-TZVPD basis set", "charge": 1, "smiles": "Cc1c[nH]/c(=[NH+]\\N)n1C", "e_homo_ev": -12.59, "elements": ["C", "C", "C", "N", "C", "N", "N", "N", "C", "H", "H", "H", "H", "H", "H", "H", "H", "H", "H", "H"], "coordinates": [[-2.69046, -0.49965, -0.24470], [-1.27625, -0.67803, -0.06118], [-0.62234, -1.81280, -0.05514], [0.73200, -1.52303, 0.00783], [0.92471, -0.21640, 0.19274], [1.99281, 0.47489, 0.39348], [3.24714, -0.11253, 0.11335], [-0.37517, 0.38473, 0.17717], [-0.61342, 1.76540, 0.14058], [-3.10612, 0.08725, 0.59439], [-2.75990, 0.10654, -1.20162], [-3.27811, -1.39918, -0.19737], [-1.01969, -2.68431, -0.38114], [1.41736, -2.19858, -0.11700], [1.90919, 1.54448, 0.24536], [3.85583, 0.03786, 0.82122], [3.77313, 0.25912, -0.67428], [-1.28330, 1.95567, -0.65658], [-1.03083, 2.12566, 1.03777], [0.20342, 2.38292, -0.13487]], "lowdin_charge": [-0.009, -0.285, -0.004, 0.182, -0.244, 0.027, 0.087, 0.020, -0.010, 0.107, 0.125, 0.095, 0.114, 0.147, 0.195, 0.052, 0.114, 0.099, 0.103, 0.085]}



*two*
{"formula": "C5H11N4", "method": "ωB97M-V with the def2-TZVPD basis set", "charge": 1, "e_homo_ev": -13.44, "elements": ["C", "C", "C", "C", "C", "N", "N", "N", "N", "H", "H", "H", "H", "H", "H", "H", "H", "H", "H", "H"], "coordinates": [[2.29716, 1.96901, 1.31341], [-0.50055, -0.83883, -0.32775], [3.22156, 1.90903, -0.85881], [-2.59013, -1.21091, 0.74566], [-2.09832, -2.15502, -1.50713], [2.44167, 1.40729, 0.01102], [1.29944, 1.53759, 1.94744], [0.57959, -0.46666, -0.16339], [-1.70889, -1.34289, -0.38286], [3.02390, 2.79526, 1.45494], [3.62806, 2.84547, -0.58864], [3.13998, 1.55812, -1.86624], [-3.24428, -0.23344, 0.80378], [-3.35545, -1.95305, 0.66615], [-2.09844, -1.35130, 1.64477], [-1.29306, -2.42842, -2.11990], [-2.70555, -2.96388, -1.09682], [-2.69231, -1.68297, -2.30628], [1.23499, 2.08218, 2.83503], [1.42063, 0.52341, -0.20437]], "lowdin_charge": [-0.246, -0.147, 0.119, -0.022, -0.019, -0.033, 0.146, 0.240, -0.165, 0.140, 0.088, 0.105, 0.144, 0.083, 0.073, 0.081, 0.105, 0.107, 0.094, 0.106]}



*three*
{"formula": "C5H11N4", "method": "ωB97M-V with the def2-TZVPD basis set", "charge": 1, "smiles": "CNC1=NCN/C1=[NH+]\\C", "e_homo_ev": -13.10, "elements": ["C", "N", "C", "N", "C", "N", "C", "N", "C", "H", "H", "H", "H", "H", "H", "H", "H", "H", "H", "H"], "coordinates": [[1.36782, 1.74322, -2.28339], [0.52318, 0.84578, -1.55075], [0.84113, 0.29762, -0.36834], [1.96706, 0.08581, 0.21004], [1.71267, -0.35907, 1.46916], [0.28739, -0.77652, 1.55127], [-0.36478, -0.29547, 0.53317], [-1.56511, -0.64922, 0.13042], [-2.62870, -1.21185, 0.80691], [1.74003, 2.51512, -1.62824], [2.31552, 1.18038, -2.57951], [0.85528, 2.02405, -3.24045], [-0.36065, 0.92336, -1.91424], [2.23478, -1.24553, 1.90450], [1.91433, 0.58667, 2.16169], [-0.16110, -1.40059, 2.21505], [-1.92939, -0.06090, -0.64457], [-2.86164, -2.14273, 0.48176], [-2.30476, -1.36664, 1.90723], [-3.58305, -0.69350, 0.83828]], "lowdin_charge": [-0.060, 0.000, -0.226, 0.130, -0.210, 0.138, -0.143, 0.033, -0.056, 0.086, 0.114, 0.114, 0.096, 0.149, 0.181, 0.167, 0.177, 0.065, 0.132, 0.114]}



*four*
{"formula": "C5H11N4", "method": "ωB97M-V with the def2-TZVPD basis set", "charge": 1, "smiles": "[H]/N=C1\\CNC[C@H]([NH3+])\\C1=N/[H]", "e_homo_ev": -13.61, "elements": ["H", "N", "C", "C", "N", "C", "C", "N", "C", "N", "H", "H", "H", "H", "H", "H", "H", "H", "H", "H"], "coordinates": [[-1.94125, 1.70503, -1.54790], [-2.02143, 0.77783, -1.15843], [-1.40469, 0.50906, -0.11402], [-0.40485, 1.53688, 0.58965], [1.03851, 1.23792, 0.36299], [1.28761, -0.12627, 0.68715], [0.33019, -1.09182, -0.09340], [0.55119, -0.99020, -1.60003], [-1.13456, -0.75067, 0.47534], [-1.69927, -1.32058, 1.42914], [-1.10770, -2.13121, 1.59788], [-0.44840, 2.54349, 0.00031], [-0.73053, 1.66764, 1.63526], [1.50881, 1.85373, 1.03004], [1.22047, -0.17907, 1.80064], [2.33856, -0.37566, 0.39679], [0.70533, -2.06873, 0.27894], [-0.29702, -0.64662, -2.10878], [0.93206, -1.84841, -1.92925], [1.27697, -0.30231, -1.73232]], "lowdin_charge": [0.079, 0.195, -0.337, -0.110, -0.076, -0.208, -0.152, 0.262, -0.318, 0.236, 0.079, 0.151, 0.130, 0.132, 0.150, 0.138, 0.160, 0.177, 0.159, 0.154]}



Most stable pick: *one*. Distance to second place: 23.0 kJ/mol.



*one*
{"formula": "C5H10NO", "method": "ωB97M-V with the def2-TZVPD basis set", "charge": -2, "s_squared": 0.75, "spin_multiplicity": 2, "e_homo_ev": [3.91, 0.17], "elements": ["C", "O", "C", "C", "C", "C", "N", "H", "H", "H", "H", "H", "H", "H", "H", "H", "H"], "coordinates": [[-0.01292, -1.13288, 2.03491], [-0.78157, -2.03170, 2.66713], [-0.57067, -0.56153, 0.55022], [0.52524, 0.47087, 0.04869], [0.27661, 0.99397, -1.31600], [0.15538, 2.27450, -1.67990], [0.40830, 0.04543, -2.39287], [-0.10010, -0.17601, 2.61792], [1.04393, -1.43703, 1.89444], [-0.55237, -1.44034, -0.14650], [-1.52569, -0.07291, 0.72268], [1.49500, -0.03015, 0.18985], [0.34737, 1.22242, 0.80291], [-0.27878, 2.76060, -2.53914], [0.52963, 2.99215, -0.95906], [0.18354, 0.43802, -3.29615], [-0.05956, -0.84279, -2.23732]], "lowdin_charge": [-0.550, -0.424, -0.181, -0.234, -0.514, -0.425, 0.013, 0.063, 0.061, 0.077, 0.079, 0.097, 0.083, -0.098, -0.045, -0.031, 0.029]}



*two*
{"formula": "C5H10NO", "method": "ωB97M-V with the def2-TZVPD basis set", "charge": -2, "s_squared": 0.75, "spin_multiplicity": 2, "e_homo_ev": [1.28, 1.13], "elements": ["C", "O", "C", "C", "C", "C", "N", "H", "H", "H", "H", "H", "H", "H", "H", "H", "H"], "coordinates": [[0.36884, -1.48834, 1.10761], [0.74017, -2.78258, 0.92722], [0.29552, -0.70521, -0.23440], [-0.08343, 0.73944, -0.13421], [-0.31605, 1.65990, -1.27227], [-1.55131, 1.97452, -1.81236], [0.91550, 2.03775, -1.69847], [1.08896, -0.85122, 1.69527], [-0.63604, -1.44500, 1.59080], [-0.17668, -1.38817, -0.93861], [1.30943, -0.64741, -0.67610], [0.39328, -2.41992, 3.28003], [0.41235, 1.20660, 0.71350], [-1.53212, 2.71135, -2.61046], [-2.43979, 1.58121, -1.33511], [0.85872, 2.86152, -2.30171], [0.35267, -3.04445, 3.69929]], "lowdin_charge": [-0.623, -0.442, -0.256, -0.110, -0.657, -0.123, -0.062, 0.066, 0.059, 0.086, 0.096, 0.001, 0.066, -0.030, -0.032, -0.064, 0.025]}



Most stable pick: *one*. Distance to second place: 130.0 kJ/mol.